1.
Formula: C7H10FN
Source: the OMol25 dataset
Level of theory: ωB97M-V/def2-TZVPD

* SMILES: C=CC=C=N.C=C(C)F
* calculated total energy: -11624.720 eV
* LUMO level: 0.90 eV

The geometry in ORCA input format:
```
! RIJCOSX wB97M-V def2-TZVPD def2/J DEFGRID3
* xyz 0 1
C 0.311 -0.269 3.054
C 1.168 -0.817 2.204
C 1.581 -0.225 0.966
C 0.788 0.771 0.599
N 0.305 1.905 0.571
H -0.047 -0.787 3.928
H -0.126 0.685 2.711
H 1.789 -1.723 2.456
H 2.402 -0.605 0.239
H -0.491 1.954 -0.019
C -1.562 -0.703 -0.818
C -0.568 -0.385 -1.645
C -0.670 0.532 -2.782
F 0.645 -0.933 -1.535
H -1.467 -1.342 0.050
H -2.459 -0.297 -0.849
H 0.476 0.738 -2.939
H -1.010 1.504 -2.494
H -1.065 -0.002 -3.698
*
```

Quick look at the Mulliken charges, all values in e: number 1, C, carries -0.833; number 2, C, carries -0.011; number 3, C, carries -0.425; number 4, C, carries 0.421; number 5, N, carries -0.547; number 6, H, carries 0.283; number 7, H, carries 0.301; number 8, H, carries 0.266; number 9, H, carries 0.260; number 10, H, carries 0.295; number 11, C, carries -0.672; number 12, C, carries 0.306; number 13, C, carries -0.890; number 14, F, carries -0.268; number 15, H, carries 0.283; number 16, H, carries 0.368; number 17, H, carries 0.290; number 18, H, carries 0.285; number 19, H, carries 0.287

***

2.
Formula: C28H59BBrO15P
Source: the OMol25 dataset
Level of theory: ωB97M-V/def2-TZVPD

* SMILES: CCOCP(Br)CB(O)O.CCOC(C)=O.CCOC(C)=O.CCOC(C)=O.CCOC(C)=O.CCOC(C)=O.CCOC(C)=O
* calculated total energy: -140716.328 eV
* LUMO level: 0.40 eV

The geometry in ORCA input format:
```
! RIJCOSX wB97M-V def2-TZVPD def2/J DEFGRID3
* xyz 0 1
C 10.505 -0.836 3.160
C 9.774 -1.193 1.859
O 8.688 -2.080 2.060
C 7.548 -1.451 2.598
P 6.134 -2.577 2.243
Br 6.056 -3.747 4.165
C 4.606 -1.554 2.350
B 4.737 -0.053 2.831
O 3.952 0.921 2.267
O 5.629 0.296 3.810
H 10.117 -1.452 3.972
H 10.377 0.218 3.419
H 11.578 -1.007 3.063
H 10.444 -1.711 1.172
H 9.416 -0.290 1.350
H 7.373 -0.455 2.169
H 7.649 -1.309 3.682
H 4.173 -1.613 1.344
H 3.918 -2.088 3.013
H 3.520 0.601 1.475
H 5.259 0.663 4.628
C 7.387 -1.566 9.308
C 6.364 -1.925 8.253
O 5.606 -0.786 7.823
C 6.035 0.051 6.871
C 7.454 -0.041 6.363
O 5.267 0.896 6.474
H 8.139 -0.876 8.923
H 7.896 -2.464 9.657
H 6.899 -1.089 10.158
H 6.809 -2.429 7.395
H 5.616 -2.600 8.665
H 8.057 0.676 6.919
H 7.455 0.241 5.314
H 7.902 -1.027 6.459
C 1.680 -5.659 -1.992
C 2.403 -4.851 -0.935
O 3.124 -3.747 -1.488
C 2.559 -2.546 -1.750
C 1.057 -2.403 -1.670
O 3.295 -1.645 -2.055
H 0.915 -5.066 -2.494
H 1.200 -6.527 -1.541
H 2.387 -6.003 -2.747
H 1.730 -4.513 -0.146
H 3.171 -5.460 -0.459
H 0.629 -2.535 -2.663
H 0.823 -1.402 -1.331
H 0.596 -3.099 -0.977
C 1.023 4.461 -1.528
C 0.777 3.131 -0.848
O 0.480 2.090 -1.785
C 1.450 1.386 -2.423
C 2.893 1.819 -2.318
O 1.130 0.439 -3.082
H 1.899 4.424 -2.175
H 1.181 5.241 -0.783
H 0.164 4.733 -2.141
H 1.606 2.840 -0.202
H -0.111 3.189 -0.219
H 3.129 2.432 -3.188
H 3.497 0.914 -2.358
H 3.139 2.379 -1.419
C -5.421 -0.016 0.363
C -4.150 0.314 1.115
O -3.156 -0.701 0.959
C -2.323 -0.746 -0.104
C -2.555 0.169 -1.283
O -1.445 -1.565 -0.100
H -5.253 -0.070 -0.712
H -6.182 0.744 0.550
H -5.806 -0.983 0.689
H -3.751 1.289 0.833
H -4.339 0.347 2.187
H -3.147 -0.375 -2.020
H -1.590 0.407 -1.728
H -3.069 1.096 -1.044
C -8.900 -2.677 -2.711
C -8.133 -1.773 -1.769
O -7.521 -0.673 -2.452
C -8.169 0.471 -2.735
C -9.665 0.554 -2.546
O -7.534 1.389 -3.185
H -9.735 -2.158 -3.180
H -9.294 -3.536 -2.167
H -8.242 -3.038 -3.501
H -8.752 -1.414 -0.945
H -7.298 -2.313 -1.327
H -10.143 0.334 -3.501
H -9.914 1.575 -2.267
H -10.064 -0.120 -1.793
C -7.900 4.347 -4.424
C -8.601 3.419 -5.391
O -9.825 3.983 -5.887
C -9.872 4.828 -6.935
C -8.585 5.377 -7.511
O -10.945 5.161 -7.357
H -7.602 5.277 -4.911
H -7.014 3.866 -4.015
H -8.569 4.602 -3.602
H -7.956 3.117 -6.217
H -8.902 2.512 -4.876
H -8.394 6.347 -7.052
H -8.734 5.526 -8.578
H -7.715 4.744 -7.363
*
```

Here are the Mulliken charges for atoms 1 to 99, given in e: number 1, C, carries -0.957; number 2, C, carries -0.259; number 3, O, carries -0.377; number 4, C, carries -0.167; number 5, P, carries 0.096; number 6, Br, carries -0.289; number 7, C, carries -0.362; number 8, B, carries 0.552; number 9, O, carries -0.483; number 10, O, carries -0.526; number 11, H, carries 0.250; number 12, H, carries 0.277; number 13, H, carries 0.326; number 14, H, carries 0.361; number 15, H, carries 0.297; number 16, H, carries 0.393; number 17, H, carries -0.127; number 18, H, carries -0.032; number 19, H, carries 0.411; number 20, H, carries 0.276; number 21, H, carries 0.280; number 22, C, carries -0.988; number 23, C, carries -0.225; number 24, O, carries -0.378; number 25, C, carries 0.895; number 26, C, carries -0.830; number 27, O, carries -0.721; number 28, H, carries 0.274; number 29, H, carries 0.363; number 30, H, carries 0.300; number 31, H, carries 0.185; number 32, H, carries 0.349; number 33, H, carries 0.356; number 34, H, carries 0.209; number 35, H, carries 0.267; number 36, C, carries -0.999; number 37, C, carries -0.369; number 38, O, carries -0.398; number 39, C, carries 0.608; number 40, C, carries -0.430; number 41, O, carries -0.527; number 42, H, carries 0.261; number 43, H, carries 0.360; number 44, H, carries 0.302; number 45, H, carries 0.352; number 46, H, carries 0.362; number 47, H, carries 0.237; number 48, H, carries -0.184; number 49, H, carries 0.412; number 50, C, carries -1.107; number 51, C, carries -0.149; number 52, O, carries -0.285; number 53, C, carries 0.876; number 54, C, carries -1.100; number 55, O, carries -0.534; number 56, H, carries 0.267; number 57, H, carries 0.402; number 58, H, carries 0.310; number 59, H, carries 0.121; number 60, H, carries 0.360; number 61, H, carries 0.295; number 62, H, carries 0.226; number 63, H, carries 0.344; number 64, C, carries -0.697; number 65, C, carries -0.633; number 66, O, carries -0.380; number 67, C, carries 0.680; number 68, C, carries -0.597; number 69, O, carries -0.522; number 70, H, carries 0.212; number 71, H, carries 0.379; number 72, H, carries 0.277; number 73, H, carries 0.346; number 74, H, carries 0.333; number 75, H, carries 0.231; number 76, H, carries 0.038; number 77, H, carries 0.316; number 78, C, carries -1.147; number 79, C, carries -0.375; number 80, O, carries -0.335; number 81, C, carries 0.774; number 82, C, carries -1.116; number 83, O, carries -0.483; number 84, H, carries 0.287; number 85, H, carries 0.377; number 86, H, carries 0.327; number 87, H, carries 0.405; number 88, H, carries 0.318; number 89, H, carries 0.302; number 90, H, carries 0.327; number 91, H, carries 0.389; number 92, C, carries -0.907; number 93, C, carries -0.051; number 94, O, carries -0.358; number 95, C, carries 0.698; number 96, C, carries -0.880; number 97, O, carries -0.575; number 98, H, carries 0.354; number 99, H, carries 0.304

***

3.
Formula: C6H16S2
Source: the OMol25 dataset
Level of theory: ωB97M-V/def2-TZVPD

* SMILES: CCCS.CCCS
* calculated total energy: -28151.464 eV
* LUMO level: 0.84 eV

The geometry in ORCA input format:
```
! RIJCOSX wB97M-V def2-TZVPD def2/J DEFGRID3
* xyz 0 1
C -1.455 -2.925 2.261
C -0.626 -3.257 0.982
C 0.793 -2.600 0.922
S 0.643 -0.969 0.118
H -2.263 -3.657 2.427
H -1.901 -1.919 2.187
H -0.778 -2.945 3.131
H -0.386 -4.334 1.070
H -1.130 -3.103 0.009
H 1.322 -2.511 1.890
H 1.437 -3.185 0.239
H -0.278 -1.338 -0.799
C 0.427 3.160 -2.717
C -0.070 2.740 -1.345
C 1.043 2.596 -0.314
S 0.217 2.506 1.300
H 0.418 4.262 -2.681
H -0.258 2.829 -3.516
H 1.447 2.824 -2.966
H -0.800 3.473 -0.950
H -0.599 1.776 -1.478
H 1.626 1.689 -0.564
H 1.749 3.449 -0.276
H -0.577 1.439 1.070
*
```

Quick look at the Mulliken charges, all values in e: number 1, C, carries -1.011; number 2, C, carries -0.425; number 3, C, carries -0.592; number 4, S, carries -0.211; number 5, H, carries 0.323; number 6, H, carries 0.264; number 7, H, carries 0.285; number 8, H, carries 0.251; number 9, H, carries 0.351; number 10, H, carries 0.359; number 11, H, carries 0.299; number 12, H, carries 0.101; number 13, C, carries -1.178; number 14, C, carries -0.164; number 15, C, carries -0.583; number 16, S, carries -0.194; number 17, H, carries 0.294; number 18, H, carries 0.332; number 19, H, carries 0.313; number 20, H, carries 0.294; number 21, H, carries 0.197; number 22, H, carries 0.242; number 23, H, carries 0.383; number 24, H, carries 0.071